[1]
# C3H6N2O2

C3H6N2O2 in the gas phase (ωB97M-V with the def2-TZVPD basis set, OMol25).

Frontier orbital gap = 10.9 eV
HOMO level = -9.9 eV
Net charge = 0
ΔE to the lowest compared entry with this formula, charge and spin = 168.7 kJ/mol

Last column: Löwdin charge in e.
Geometry (Å):
N  -0.502  1.698  0.878  0.1623
C  0.328  0.650  0.612  -0.5737
O  1.462  0.806  0.202  0.0463
C  -0.146  -0.766  1.001  -0.1065
O  0.470  -1.661  0.081  -0.0442
C  0.425  -1.149  -1.165  -0.2954
N  -0.438  -0.272  -1.453  0.1211
H  -0.204  2.558  0.436  0.1119
H  -1.496  1.542  0.908  0.1001
H  -1.234  -0.899  1.001  0.1240
H  0.256  -0.993  1.993  0.1360
H  1.237  -1.536  -1.781  0.1432
H  -0.251  0.214  -2.321  0.0750



[2]
# C3H6N2O2

C3H6N2O2 in the gas phase (ωB97M-V with the def2-TZVPD basis set, OMol25).

Frontier orbital gap = 10.5 eV
HOMO level = -9.5 eV
Net charge = 0
ΔE to the lowest compared entry with this formula, charge and spin = 539.7 kJ/mol

Last column: Löwdin charge in e.
Geometry (Å):
C  1.336  -1.298  0.747  -0.0651
O  -0.039  -1.276  0.379  -0.0460
C  -0.448  -0.092  -0.121  -0.5401
N  0.246  0.512  -1.268  0.1096
N  -1.813  0.310  0.008  0.1582
C  -0.782  1.273  0.328  -0.2165
O  -0.203  1.833  -0.840  -0.0602
H  1.492  -2.230  1.292  0.0905
H  1.575  -0.446  1.394  0.0968
H  1.981  -1.268  -0.137  0.0868
H  -0.235  0.319  -2.150  0.1215
H  -2.306  0.495  -0.865  0.1154
H  -0.804  1.868  1.233  0.1491



[3]
# C3H6N2O2S

C3H6N2O2S in the gas phase (ωB97M-V with the def2-TZVPD basis set, OMol25).

Frontier orbital gap = 9.6 eV
HOMO level = -9.5 eV
Net charge = 0
ΔE to the lowest compared entry with this formula, charge and spin = 416.9 kJ/mol

Last column: Löwdin charge in e.
Geometry (Å):
C  -2.308  -1.105  -0.436  -0.1086
C  0.918  -0.106  0.402  -0.4362
C  1.259  1.181  -0.250  -0.6367
H  -3.215  -0.948  -1.198  0.1312
H  -2.609  -0.988  0.590  0.0731
H  -2.085  -2.117  -0.741  0.0662
H  1.860  -1.567  1.384  0.1178
H  2.828  -0.236  0.993  0.1485
H  0.741  3.385  -0.727  -0.0687
N  -0.187  -0.679  0.216  0.0940
N  1.818  -0.509  1.389  0.0915
O  -1.238  -0.190  -0.618  -0.2727
O  2.374  1.606  -0.140  0.0228
S  -0.156  2.273  -0.863  0.7778



[4]
# C3H6N2O2S

A 2-piece molecular cluster, C3H6N2O2S overall (ωB97M-V with the def2-TZVPD basis set, OMol25).

Frontier orbital gap (alpha / beta) = 6.9 / 6.9 eV
HOMO level (alpha / beta) = -7.8 / -7.8 eV
Net charge = 0
ΔE to the lowest compared entry with this formula, charge and spin = 701.2 kJ/mol

Last column: Löwdin charge in e.
Geometry (Å):
C  1.131  0.462  0.767  -0.2188
C  0.993  0.161  -0.723  -0.3007
C  -0.007  -0.356  1.272  -0.3718
N  0.755  -1.279  -0.905  -0.2695
N  -2.188  0.665  -0.093  -0.3246
O  -2.276  -0.482  -0.565  -0.2420
O  -2.847  1.635  -0.404  -0.0533
S  -0.459  -1.719  0.364  1.0819
H  2.045  0.122  1.178  0.0999
H  1.102  1.550  1.014  0.1396
H  0.132  0.834  -1.189  0.1496
H  1.867  0.245  -1.282  0.0872
H  -0.369  -0.292  2.342  0.0974
H  0.122  -1.544  -1.777  0.1251



[5]
# C3H6N2O2S

C3H6N2O2S in the gas phase (ωB97M-V with the def2-TZVPD basis set, OMol25).

Frontier orbital gap (alpha / beta) = 6.0 / 8.1 eV
HOMO level (alpha / beta) = -5.1 / -10.4 eV
Net charge = 0
ΔE to the lowest compared entry with this formula, charge and spin = 325.5 kJ/mol
2S+1 = 3

Last column: Mulliken spin population.
Geometry (Å):
C  0.208  -1.117  -0.036  0.6378
C  1.469  -1.419  -0.255  0.8577
C  0.785  1.195  -0.167  -0.0296
N  -0.187  0.207  -0.120  0.3054
N  -1.328  0.591  0.663  0.0404
O  2.778  0.186  1.236  0.0596
O  3.456  0.309  -1.140  0.0058
S  2.444  0.149  -0.120  0.0508
H  -0.494  -1.897  0.230  0.0185
H  1.827  -2.441  -0.265  0.0183
H  0.931  1.758  -1.068  0.0305
H  0.926  1.897  0.544  0.0047
H  -1.229  0.303  1.630  -0.0026
H  -2.100  0.101  0.295  0.0028



[6]
# C3H6N2O3

C3H6N2O3 in the gas phase (ωB97M-V with the def2-TZVPD basis set, OMol25).

Frontier orbital gap = 10.5 eV
HOMO level = -9.5 eV
Net charge = 0
ΔE to the lowest compared entry with this formula, charge and spin = 591.4 kJ/mol

Last column: Löwdin charge in e.
Geometry (Å):
C  2.328  1.122  -1.036  -0.1908
C  0.883  1.252  -0.431  -0.0867
C  -1.585  -0.940  0.680  -0.0977
H  2.037  -0.859  -0.715  0.0967
H  2.283  1.668  -1.995  0.1133
H  3.127  1.522  -0.344  0.1236
H  0.326  2.145  -0.395  0.1129
H  -1.238  -1.885  0.214  0.1460
H  -4.169  -1.554  2.100  0.1104
N  0.361  0.164  -0.125  -0.0260
N  -2.659  -0.738  1.327  0.0048
O  2.492  -0.276  -1.404  -0.1277
O  -0.833  0.317  0.440  -0.0972
O  -3.353  -1.937  1.685  -0.0816



[7]
# C3H6N2O3

C3H6N2O3 in the gas phase (ωB97M-V with the def2-TZVPD basis set, OMol25).

Frontier orbital gap = 9.7 eV
HOMO level = -9.7 eV
Net charge = 0
ΔE to the lowest compared entry with this formula, charge and spin = 406.4 kJ/mol

Last column: Löwdin charge in e.
Geometry (Å):
C  0.386  -0.246  -0.310  -0.1068
C  0.683  -1.687  0.015  -0.4006
C  -1.073  1.707  0.382  -0.2752
H  0.094  -0.396  2.277  0.1043
H  0.008  -0.317  -1.424  0.1499
H  1.348  0.296  -0.458  0.1527
H  1.016  -1.809  -2.063  0.1752
H  -1.248  2.394  1.246  0.1313
H  -1.350  1.541  -1.507  0.0575
N  -0.450  0.455  0.673  -0.1314
N  -1.428  2.238  -0.707  0.0782
O  0.268  0.524  1.958  -0.0217
O  1.172  -2.388  -1.159  -0.0105
O  0.573  -2.313  1.077  0.0971



[8]
# C3H6N2O3

C3H6N2O3 in the gas phase (ωB97M-V with the def2-TZVPD basis set, OMol25).

Frontier orbital gap = 8.7 eV
HOMO level = -8.1 eV
Net charge = 0
ΔE to the lowest compared entry with this formula, charge and spin = 583.6 kJ/mol

Last column: Löwdin charge in e.
Geometry (Å):
C  -0.533  -0.840  0.368  -0.4421
C  0.012  1.439  -0.924  -0.1136
C  1.030  0.831  -0.002  -0.1135
H  0.526  -1.664  2.233  0.0666
H  -1.645  -1.256  -1.182  0.1528
H  -0.789  1.999  -0.519  0.1229
H  0.525  1.920  -1.685  0.1088
H  1.495  1.497  0.739  0.1407
H  1.830  0.340  -0.572  0.1394
N  -0.983  -1.782  1.120  -0.0025
N  -1.236  -0.407  -0.778  0.0496
O  -0.308  -2.104  2.216  -0.0223
O  -0.517  0.336  -1.747  -0.0965
O  0.593  -0.309  0.731  0.0096



[9]
# C3H6N2OS

C3H6N2OS in the gas phase (ωB97M-V with the def2-TZVPD basis set, OMol25).

Frontier orbital gap = 9.4 eV
HOMO level = -8.8 eV
Net charge = 0
ΔE to the lowest compared entry with this formula, charge and spin = 54.4 kJ/mol

Last column: Löwdin charge in e.
Geometry (Å):
C  -0.240  -0.610  1.997  -0.0499
C  0.936  -0.030  1.282  -0.5112
C  -0.207  0.220  -1.051  -0.9477
H  0.180  -0.855  3.046  0.1230
H  -1.137  0.002  1.988  0.0645
H  -0.632  -1.475  1.544  0.0312
H  1.620  0.764  -0.385  0.1490
H  -0.326  0.615  -3.021  0.0845
H  1.171  0.661  -2.396  0.0998
N  0.780  0.265  -0.072  0.0731
N  0.198  0.761  -2.201  0.0917
O  2.003  0.228  1.776  0.0836
S  -1.667  -0.387  -0.778  0.7086



[10]
# C3H6N2OS

C3H6N2OS in the gas phase (ωB97M-V with the def2-TZVPD basis set, OMol25).

Frontier orbital gap (alpha / beta) = 8.1 / 8.1 eV
HOMO level (alpha / beta) = -8.6 / -8.6 eV
Net charge = 0
ΔE to the lowest compared entry with this formula, charge and spin = 458.4 kJ/mol

Last column: Löwdin charge in e.
Geometry (Å):
C  -0.251  -1.243  1.546  -0.3979
C  0.391  -0.079  -1.446  -0.3867
C  0.776  -0.264  1.277  -0.4316
N  -0.202  1.075  -0.966  -0.1794
N  -0.913  0.963  0.095  0.0965
O  -0.651  -2.102  0.755  -0.0422
S  1.767  -0.454  -0.150  0.8615
H  -0.720  -1.147  2.529  0.1118
H  -0.166  -0.958  -1.369  0.0425
H  1.050  0.082  -2.447  0.1391
H  1.229  0.423  1.866  0.0014
H  0.287  1.921  -0.934  0.1222
H  -1.555  0.194  0.132  0.0629